Record 1
Entry from the Open Molecules 2025 dataset: a cluster of 2 separate species, C5H14 in total in a non-equilibrium geometry (ωB97M-V/def2-TZVPD).

Each atom is followed by the atoms it is bonded to, with distances in Å.
Geometry (Å):
1 C 1.478 -1.041 2.272  C2 1.525, C3 1.600, H4 1.074, H5 1.098
2 C 1.639 -1.343 0.785  C1 1.525, H6 1.074, H8 1.095, H9 1.125
3 C -0.089 -0.818 2.510  C1 1.600, H7 1.099, H10 1.117, H11 1.106
4 H 1.782 -1.889 2.855  C1 1.074
5 H 1.857 -0.011 2.282  C1 1.098
6 H 2.633 -1.687 0.570  C2 1.074
7 H -0.687 -0.648 1.603  C3 1.099
8 H 1.294 -0.475 0.215  C2 1.095
9 H 1.063 -2.221 0.381  C2 1.125
10 H -0.527 -1.675 3.078  C3 1.117
11 H -0.142 0.240 2.826  C3 1.106
12 C -0.751 2.030 -2.356  C13 1.568, H14 1.094, H15 1.094, H16 1.080
13 C -1.774 0.849 -2.474  C12 1.568, H17 1.077, H18 1.086, H19 1.114
14 H -0.364 2.453 -3.289  C12 1.094
15 H -1.275 2.832 -1.828  C12 1.094
16 H 0.144 1.664 -1.874  C12 1.080
17 H -2.124 0.643 -1.477  C13 1.077
18 H -1.506 -0.069 -2.990  C13 1.086
19 H -2.648 1.167 -3.089  C13 1.114

Values from the calculation:
- Lowest unoccupied orbital energy: 1.01 eV
- Energy relative to the best compared isomer or geometry (same formula, charge and spin): 123.17 kJ/mol
- SMILES: CCC.CC
- Kohn-Sham gap: 0.4314 Ha


Record 2
Entry from the Open Molecules 2025 dataset: a cluster of 2 separate species, C5H14 in total in a non-equilibrium geometry (ωB97M-V/def2-TZVPD).

Each atom is followed by the atoms it is bonded to, with distances in Å.
Geometry (Å):
1 C -1.642 2.032 -0.083  C2 1.541, H3 1.098, H4 1.097, H5 1.041
2 C -2.347 1.446 -1.322  C1 1.541, H6 1.077, H7 1.054, H8 1.049
3 H -0.936 2.805 -0.414  C1 1.098
4 H -1.134 1.308 0.566  C1 1.097
5 H -2.313 2.566 0.507  C1 1.041
6 H -2.828 2.222 -1.893  C2 1.077
7 H -1.639 1.056 -2.000  C2 1.054
8 H -3.183 0.830 -1.177  C2 1.049
9 C 1.567 -1.112 -0.094  C10 1.580, C11 1.558, H12 1.122, H13 1.115
10 C 0.109 -0.909 0.480  C9 1.580, H14 1.123, H18 0.987, H19 1.048
11 C 2.491 -1.642 1.043  C9 1.558, H15 1.091, H16 1.155, H17 1.132
12 H 1.537 -1.902 -0.890  C9 1.122
13 H 2.045 -0.178 -0.470  C9 1.115
14 H -0.673 -1.700 0.320  C10 1.123
15 H 2.024 -2.193 1.861  C11 1.091
16 H 3.081 -0.759 1.495  C11 1.155
17 H 3.255 -2.238 0.458  C11 1.132
18 H 0.026 -0.648 1.429  C10 0.987
19 H -0.334 -0.057 0.062  C10 1.048

Values from the calculation:
- Lowest unoccupied orbital energy: 1.16 eV
- Energy relative to the best compared isomer or geometry (same formula, charge and spin): 127.57 kJ/mol
- SMILES: CCC.CC
- Kohn-Sham gap: 0.4436 Ha


Record 3
Entry from the Open Molecules 2025 dataset: a cluster of 2 separate species, C5H14 in total in a non-equilibrium geometry (ωB97M-V/def2-TZVPD).

Each atom is followed by the atoms it is bonded to, with distances in Å.
Geometry (Å):
1 C 0.337 -3.488 0.924  C2 1.565, H3 1.061, H4 1.176, H5 1.067
2 C -0.003 -2.025 0.484  C1 1.565, H6 1.104, H7 1.084, H8 1.180
3 H 1.321 -3.760 0.633  C1 1.061
4 H 0.735 -3.582 2.026  C1 1.176
5 H -0.517 -4.089 0.703  C1 1.067
6 H 0.887 -1.379 0.582  C2 1.104
7 H -0.784 -1.835 1.212  C2 1.084
8 H -0.234 -1.923 -0.668  C2 1.180
9 C 0.238 2.044 0.069  C10 1.551, C11 1.542, H12 1.102, H13 1.141
10 C 0.055 0.850 -0.904  C9 1.551, H14 1.067, H15 1.090, H18 1.052
11 C -0.680 3.128 -0.530  C9 1.542, H16 1.109, H17 1.074, H19 1.101
12 H 0.325 1.683 1.107  C9 1.102
13 H 1.315 2.406 -0.034  C9 1.141
14 H 0.180 1.193 -1.907  C10 1.067
15 H -0.993 0.563 -0.817  C10 1.090
16 H -1.730 2.772 -0.564  C11 1.109
17 H -0.771 4.068 -0.019  C11 1.074
18 H 0.643 -0.010 -0.757  C10 1.052
19 H -0.323 3.385 -1.539  C11 1.101

Values from the calculation:
- Lowest unoccupied orbital energy: 1.09 eV
- Energy relative to the best compared isomer or geometry (same formula, charge and spin): 150.96 kJ/mol
- SMILES: CCC.CC
- Kohn-Sham gap: 0.4461 Ha


Record 4
Entry from the Open Molecules 2025 dataset: a cluster of 2 separate species, C5H14 in total (ωB97M-V/def2-TZVPD).

Each atom is followed by the atoms it is bonded to, with distances in Å.
Geometry (Å):
1 C -0.743 -0.249 1.062  C2 1.520, C3 1.521, H4 1.089, H5 1.094
2 C -2.247 -0.135 1.250  C1 1.520, H6 1.095, H9 1.094, H10 1.093
3 C -0.297 -1.702 1.109  C1 1.521, H7 1.090, H8 1.095, H11 1.090
4 H -0.423 0.192 0.120  C1 1.089
5 H -0.271 0.346 1.849  C1 1.094
6 H -2.608 0.899 1.261  C2 1.095
7 H -0.501 -2.142 2.086  C3 1.090
8 H -0.837 -2.266 0.341  C3 1.095
9 H -2.560 -0.576 2.200  C2 1.094
10 H -2.841 -0.612 0.466  C2 1.093
11 H 0.766 -1.808 0.898  C3 1.090
12 C 2.072 0.690 -1.155  C13 1.528, H14 1.090, H15 1.090, H16 1.088
13 C 1.137 1.367 -2.156  C12 1.528, H17 1.092, H18 1.096, H19 1.090
14 H 2.083 -0.385 -1.333  C12 1.090
15 H 3.094 1.038 -1.305  C12 1.090
16 H 1.811 0.849 -0.110  C12 1.088
17 H 0.749 2.304 -1.752  C13 1.092
18 H 0.299 0.706 -2.404  C13 1.096
19 H 1.645 1.556 -3.102  C13 1.090

Values from the calculation:
- Lowest unoccupied orbital energy: 1.12 eV
- Energy relative to the best compared isomer or geometry (same formula, charge and spin): 6.96 kJ/mol
- SMILES: CCC.CC
- Kohn-Sham gap: 0.4636 Ha